1.
Here is an isolated ion of composition C6H11O2S and charge -1 in a non-equilibrium geometry from the OMol25 dataset. Energies are from wB97M-V/def2-TZVPD.

Calculated values
spin multiplicity	1
net charge	-1

Last column: Mulliken charge in e.
Positions of all 20 atoms, in Å:
C 0.60911 1.82790 -1.18001  -0.912
C 0.25125 1.18751 -0.04457  0.656
C 0.60516 1.61051 1.35423  -1.307
C -1.03785 -0.85497 1.03941  -1.517
C -0.97868 -0.74137 -1.50961  -1.905
C -0.24411 -0.44929 -0.23222  0.927
O 1.85458 -1.51769 1.04384  -0.650
O 0.92589 -2.85342 -0.64484  -0.636
S 1.41520 -1.51547 -0.37211  0.507
H 0.48400 1.26020 -2.20133  0.118
H 0.94836 2.87281 -1.18800  0.336
H 0.94860 0.67555 1.98929  0.230
H -0.35724 1.85785 1.79517  0.338
H 1.37849 2.38758 1.46600  0.356
H -2.04033 -0.50724 0.94351  0.386
H -0.51130 -0.46166 1.91767  0.340
H -1.00542 -1.94941 1.18587  0.351
H -0.44826 -0.55607 -2.38564  0.556
H -1.89976 -0.38585 -1.44400  0.460
H -0.89769 -1.88744 -1.53268  0.368

2.
Here is one molecule with the formula C5H7N3S in a non-equilibrium geometry from the OMol25 dataset. Energies are from wB97M-V/def2-TZVPD.

Calculated values
spin multiplicity	1
structure (SMILES)	Cc1c[nH]nc(N)c1=S
net charge	0

Last column: Mulliken charge in e.
Positions of all 16 atoms, in Å:
C -2.23581 0.79654 0.47065  -1.561
C -0.76460 0.48074 0.06154  0.469
C -0.07322 1.30180 -0.80661  -0.315
N 1.18169 1.02940 -1.14192  0.360
N 1.86697 -0.01624 -0.76440  -0.945
C 1.24868 -0.89387 -0.03516  0.357
N 1.86488 -1.99430 0.43688  -0.381
C -0.12280 -0.72164 0.49111  0.332
S -0.86202 -1.87097 1.41516  -0.456
H -2.57858 0.28471 1.39961  0.366
H -2.76757 0.55730 -0.35490  0.384
H -2.34624 1.80938 0.58251  0.438
H -0.38302 2.39315 -1.07894  0.265
H 1.70414 1.69968 -1.69594  0.243
H 1.35166 -2.79404 0.78241  0.184
H 2.91585 -2.06163 0.23799  0.261

| no. | E_tot (eV) | gap between HOMO and LUMO (eV) |
| --- | --- | --- |
| 1 | -21329.7023 | 6.8981 |
| 2 | -20602.9776 | 7.8553 |